C31H32Cl2GeN7O4W as an isolated structure. Source: the Open Molecules 2025 dataset; level of theory: ωB97M-V/def2-TZVPD.

Last column: Mulliken charge in e.
CARTESIAN COORDINATES (ANGSTROEM)
W1 0.397 -0.013 0.583  0.30
Cl1 -5.749 -1.580 3.779  -0.25
C1 -4.423 -0.682 3.096  0.10
C2 -3.307 -1.387 2.659  -1.27
C3 -2.226 -0.698 2.114  -0.08
N1 -0.982 -1.228 1.748  0.08
C4 -0.583 -2.405 2.271  0.24
O1 -1.265 -3.278 2.811  -0.85
C5 0.900 -2.496 2.282  0.40
C6 1.556 -3.559 2.887  -0.80
C7 2.927 -3.521 3.015  -0.38
C8 3.603 -2.406 2.524  -0.93
C9 2.895 -1.395 1.914  -0.18
N2 1.552 -1.431 1.792  0.37
C10 -2.313 0.699 1.957  0.05
C11 -3.417 1.386 2.424  -0.37
C12 -4.477 0.698 3.000  0.20
Cl2 -5.855 1.597 3.562  -0.25
N3 -1.282 1.362 1.260  -0.77
C13 -1.304 0.942 -0.071  2.01
O2 -0.228 1.603 -0.686  -0.02
C14 -2.551 0.758 -0.854  -0.11
C15 -3.273 1.894 -1.210  -0.86
C16 -4.447 1.744 -1.919  -0.73
C17 -4.874 0.461 -2.238  -0.66
C18 -4.099 -0.610 -1.832  -0.55
N4 -2.960 -0.471 -1.155  -0.16
H1 -3.276 -2.458 2.757  0.65
H2 0.950 -4.376 3.253  0.52
H3 3.466 -4.331 3.488  0.42
H4 4.678 -2.321 2.603  0.44
H5 3.384 -0.528 1.483  0.44
H6 -3.458 2.461 2.313  0.47
H7 -2.891 2.865 -0.929  0.77
H8 -5.023 2.610 -2.220  0.51
H9 -5.789 0.292 -2.791  0.41
H10 -4.396 -1.629 -2.053  0.48
C19 1.107 -3.169 -2.449  -1.94
C20 1.139 -1.972 -1.555  0.13
N5 0.137 -1.594 -0.807  0.74
O3 -1.000 -2.388 -0.911  -0.71
C21 2.292 -1.142 -1.437  0.84
C22 3.510 -1.247 -2.291  -2.08
N6 2.162 -0.192 -0.533  1.36
O4 3.105 0.681 -0.327  -0.92
H11 0.302 -3.840 -2.164  0.47
H12 2.060 -3.697 -2.400  0.42
H13 0.951 -2.867 -3.489  0.29
H14 -1.740 -1.739 -0.892  0.61
H15 3.239 -1.413 -3.335  0.42
H16 4.165 -2.066 -1.976  0.29
H17 4.061 -0.313 -2.208  0.46
C23 2.297 3.663 3.422  -0.19
C24 1.737 2.534 4.002  -1.01
C25 1.287 1.521 3.178  -0.04
N7 1.381 1.584 1.848  -0.06
C26 1.919 2.669 1.285  -0.43
C27 2.384 3.731 2.043  -1.02
H18 2.653 4.479 4.038  0.41
H19 1.639 2.439 5.075  0.42
H20 0.820 0.629 3.577  0.35
H21 1.978 2.664 0.208  0.58
H22 2.802 4.595 1.545  0.46
C28 -1.714 4.259 -3.293  -1.43
Ge1 -0.025 3.253 -2.930  0.51
C29 1.051 4.463 -1.806  -1.37
C30 0.835 3.111 -4.698  -1.37
C31 -0.025 1.506 -2.173  -0.61
H23 -1.514 5.206 -3.802  0.44
H24 -2.243 4.476 -2.363  0.40
H25 -2.376 3.659 -3.922  0.33
H26 0.997 5.489 -2.175  0.50
H27 2.095 4.145 -1.807  0.33
H28 0.682 4.443 -0.779  0.34
H29 0.946 4.079 -5.191  0.37
H30 0.244 2.461 -5.347  0.37
H31 1.817 2.654 -4.568  0.37
H32 -0.725 0.766 -2.563  0.32

Cartesian forces (eV/Å) of the 6 atoms listed first:
-0.07 -0.14 0.46
0.01 0.00 0.00
-0.01 -0.01 0.00
0.05 -0.01 -0.01
-0.03 0.07 -0.01
-0.09 -0.03 0.00

As for the spin multiplicity: 1. As for the charge: -1. The energy above the lowest of the compared OMol25 structures with the same formula, charge and spin is 198.1 kJ/mol. Its HOMO-LUMO gap is 5.55 eV. As for the LUMO energy: 0.092 Eh. The value obtained for the HOMO energy is -3.0 eV.